No. 1
{
  "formula": "C9H20AlO3",
  "method": "wB97M-V/def2-TZVPD",
  "species": ["C", "C", "O", "O", "C", "C", "C", "C", "Al", "C", "C", "C", "O", "H", "H", "H", "H", "H", "H", "H", "H", "H", "H", "H", "H", "H", "H", "H", "H", "H", "H", "H", "H"],
  "positions_angstrom": [[-3.188, -0.193, -0.537], [-2.402, -0.217, -1.957], [-2.332, 0.899, -2.542], [-1.841, -1.413, -2.465], [-0.914, -2.027, -1.525], [0.288, -1.026, -1.062], [0.909, -0.225, -2.297], [1.802, 1.053, -1.896], [2.448, 1.101, 0.047], [0.972, 1.526, 1.426], [0.778, 0.230, 2.390], [-0.685, 0.202, 3.077], [1.865, 0.263, 3.350], [-2.555, 0.339, 0.254], [-3.427, -1.277, -0.279], [-4.130, 0.439, -0.741], [-1.501, -2.406, -0.602], [-0.430, -2.932, -2.031], [1.073, -1.714, -0.573], [-0.164, -0.373, -0.243], [0.095, 0.158, -3.022], [1.537, -0.966, -2.914], [1.262, 2.046, -2.136], [2.749, 1.011, -2.562], [3.497, 2.330, 0.145], [3.289, -0.209, 0.481], [1.333, 2.368, 2.118], [-0.024, 1.853, 0.961], [0.865, -0.733, 1.757], [-0.750, -0.610, 3.880], [-1.442, -0.045, 2.254], [-0.967, 1.205, 3.556], [1.990, -0.656, 3.689]],
  "mulliken_charge": [-0.64, 0.66, -0.53, -0.36, -0.74, 0.14, -0.47, -0.69, 0.28, -0.80, 0.38, -0.93, -0.53, -0.01, 0.29, 0.34, 0.24, 0.37, 0.57, -0.48, 0.14, 0.30, 0.22, 0.26, -0.39, -0.33, 0.42, 0.26, 0.08, 0.34, 0.07, 0.23, 0.33],
  "total_charge": -1
}

---

No. 2
{
  "formula": "C7H17BNO3P",
  "method": "wB97M-V/def2-TZVPD",
  "species": ["C", "C", "P", "C", "C", "C", "O", "B", "N", "O", "H", "H", "H", "H", "H", "H", "H", "H", "H", "H", "H", "H", "C", "C", "O", "H", "H", "H", "H", "H"],
  "positions_angstrom": [[1.825, -2.775, 0.650], [1.756, -1.881, -0.134], [1.538, -0.448, -1.153], [2.979, -0.265, -2.264], [0.001, -0.739, -2.137], [-0.883, -1.884, -1.548], [-2.162, -1.845, -2.118], [1.335, 1.062, 0.072], [2.205, 2.232, 0.035], [0.362, 0.911, 0.950], [1.673, -3.372, 1.517], [2.861, -0.828, -3.187], [3.180, 0.783, -2.486], [3.843, -0.621, -1.698], [-0.569, 0.193, -2.142], [0.265, -1.051, -3.151], [-0.378, -2.842, -1.718], [-0.928, -1.737, -0.467], [-2.026, -1.673, -3.055], [2.692, 2.247, 0.930], [1.640, 3.074, 0.012], [-0.522, 0.637, 0.541], [-2.769, 0.946, 3.428], [-2.396, 1.769, 2.176], [-2.326, 0.962, 1.091], [-2.020, 0.177, 3.634], [-2.828, 1.596, 4.314], [-3.741, 0.463, 3.309], [-1.462, 2.317, 2.460], [-3.144, 2.595, 2.138]],
  "mulliken_charge": [0.90, -1.42, 0.78, -1.23, -0.89, -0.52, -0.50, 0.38, -0.57, -0.37, 0.42, 0.40, 0.37, 0.35, 0.40, 0.59, 0.34, 0.33, 0.34, 0.26, 0.28, 0.27, -1.08, -0.13, -0.90, 0.26, 0.34, 0.25, 0.09, 0.26]
}

---

No. 3
{
  "formula": "C29H41Cl5P2Pd",
  "method": "wB97M-V/def2-TZVPD",
  "species": ["Pd", "C", "C", "C", "C", "C", "C", "H", "H", "H", "C", "H", "H", "H", "C", "H", "H", "H", "C", "H", "H", "H", "C", "H", "H", "H", "C", "C", "C", "C", "C", "C", "C", "C", "H", "H", "H", "H", "H", "H", "H", "H", "H", "H", "H", "H", "P", "C", "C", "P", "C", "C", "C", "H", "H", "H", "H", "H", "H", "H", "H", "H", "H", "H", "H", "H", "H", "Cl", "C", "C", "C", "Cl", "C", "Cl", "C", "Cl", "C", "Cl"],
  "positions_angstrom": [[-0.736, 1.691, -0.552], [0.329, 3.666, -0.804], [0.310, 2.983, -2.069], [-1.898, 3.397, -1.438], [-1.039, 3.911, -0.408], [-1.062, 2.834, -2.475], [1.549, 4.102, -0.064], [2.415, 3.474, -0.299], [1.401, 4.092, 1.022], [1.812, 5.135, -0.349], [-1.477, 4.606, 0.818], [-0.692, 4.686, 1.571], [-2.316, 4.067, 1.279], [-1.840, 5.619, 0.593], [-3.374, 3.470, -1.453], [-3.720, 4.440, -1.841], [-3.768, 3.377, -0.430], [-3.836, 2.683, -2.055], [-1.534, 2.257, -3.767], [-1.676, 3.061, -4.509], [-2.494, 1.737, -3.665], [-0.808, 1.554, -4.190], [1.509, 2.624, -2.888], [1.735, 3.435, -3.603], [1.357, 1.711, -3.478], [2.405, 2.482, -2.272], [3.021, -3.879, 2.144], [3.986, -3.227, 1.482], [4.800, -3.655, 0.299], [4.245, -4.827, -0.548], [2.887, -4.550, -1.120], [1.686, -4.710, -0.549], [1.329, -5.231, 0.810], [2.452, -5.240, 1.876], [5.825, -3.905, 0.621], [4.266, -5.752, 0.038], [4.911, -2.777, -0.361], [3.225, -5.965, 1.597], [2.561, -3.349, 2.994], [4.257, -2.232, 1.862], [2.003, -5.622, 2.814], [0.497, -4.613, 1.192], [0.812, -4.449, -1.161], [0.915, -6.250, 0.723], [4.952, -4.982, -1.386], [2.896, -4.140, -2.143], [0.732, 0.451, 0.743], [0.760, 0.625, 2.519], [2.460, 0.280, 0.271], [-0.901, -0.527, -1.220], [-0.059, -1.155, 0.307], [0.075, -1.147, -2.598], [-2.489, -1.319, -1.400], [-0.246, 0.866, 2.885], [1.440, 1.451, 2.793], [1.122, -0.302, 2.998], [2.870, -0.671, 0.657], [3.042, 1.109, 0.711], [2.596, 0.312, -0.819], [-2.389, -2.414, -1.303], [-2.912, -1.081, -2.381], [-3.172, -0.949, -0.621], [-0.851, -1.363, 1.062], [0.590, -2.039, 0.200], [-0.493, -1.008, -3.535], [0.270, -2.227, -2.471], [1.032, -0.619, -2.700], [-4.450, 4.339, 1.363], [-3.908, 2.587, 1.809], [-3.001, 1.536, 1.346], [-3.250, 0.309, 1.934], [-2.877, -1.443, 1.559], [-4.130, 0.071, 3.077], [-4.456, -1.384, 3.904], [-4.889, 1.141, 3.602], [-5.911, 0.916, 4.914], [-4.794, 2.404, 2.906], [-5.888, 3.514, 3.627]],
  "lowdin_spin": [0.94, 0.27, 0.15, 0.20, 0.20, 0.27, 0.04, 0.00, 0.00, 0.02, 0.03, 0.00, 0.01, 0.01, 0.03, 0.01, 0.00, 0.00, 0.04, 0.02, 0.01, 0.00, 0.01, 0.01, 0.00, 0.00, 0.00, 0.00, 0.00, 0.00, 0.00, 0.00, 0.00, 0.00, 0.00, 0.00, 0.00, 0.00, 0.00, 0.00, 0.00, 0.00, 0.00, 0.00, 0.00, 0.00, 0.18, 0.06, 0.03, 0.19, 0.01, 0.03, 0.06, 0.00, 0.00, 0.01, 0.01, 0.00, 0.00, 0.01, 0.00, 0.00, 0.00, 0.00, 0.00, 0.01, 0.00, 0.09, 0.24, 0.09, 0.16, 0.07, 0.19, 0.10, -0.02, -0.01, 0.12, 0.06],
  "total_charge": 2,
  "multiplicity": 5
}

---

Relative energy (zero: lowest compared OMol25 entry of this formula, charge and spin) in kJ/mol, matching the order above: 297.7 0.0 0.0